{"formula": "C3H4N2O2S", "method": "the ωB97M-V functional and the def2-TZVPD basis", "e_tot_ha": -774.79701, "orbital_gap_ha": 0.3318, "relative_energy_kj_mol": 340.7, "e_homo_ev": -9.390, "largest_force_ev_per_a": 3.9, "species": ["C", "C", "C", "N", "N", "O", "O", "S", "H", "H", "H", "H"], "xyz": [[0.081687, -1.831289, 1.122152], [0.024673, -1.372837, -0.125390], [-0.265939, 0.244919, 1.285830], [-0.119628, -0.800303, 2.015144], [-0.154321, -0.000507, -0.073236], [0.402853, 1.039978, -2.641095], [-1.059280, 2.363121, -1.193166], [0.040165, 1.499554, -1.372279], [0.351843, -2.892002, 1.354864], [0.112390, -1.660952, -1.140750], [-0.461174, 1.257421, 1.421611], [1.046731, 2.152898, -0.653685]], "forces_ev_per_a": [[0.4786, -1.9191, 0.5162], [0.4495, 1.6231, -2.7986], [0.2717, 0.6736, -2.2302], [0.0061, -0.3603, 0.7088], [-0.1037, 1.4817, -0.3117], [0.7737, -1.0850, -0.9223], [-0.9410, 0.1291, 0.3376], [0.0495, -0.8770, 3.8285], [-0.6201, 1.3268, 0.2683], [0.2728, -1.4725, -0.3864], [-0.3481, 1.4653, 1.7492], [-0.2889, -0.9858, -0.7594]], "mulliken_charge": [-0.397, -0.143, -0.067, -0.595, -0.145, -0.471, -0.483, 0.923, 0.308, 0.414, 0.429, 0.226]}

***

{"formula": "C52H85AsInN16O2SSi2", "method": "the ωB97M-V functional and the def2-TZVPD basis", "e_tot_ha": -6461.93871, "orbital_gap_ha": 0.2037, "relative_energy_kj_mol": 116.8, "e_homo_ev": -9.075, "charge": 1, "largest_force_ev_per_a": 1.2, "species": ["In", "C", "N", "C", "C", "N", "C", "C", "C", "C", "C", "C", "C", "C", "C", "N", "C", "N", "C", "C", "N", "C", "C", "C", "N", "C", "C", "H", "H", "H", "H", "H", "H", "H", "H", "H", "H", "H", "H", "H", "H", "H", "H", "H", "H", "H", "H", "H", "H", "H", "H", "H", "H", "H", "H", "H", "H", "C", "N", "C", "C", "N", "C", "C", "C", "C", "C", "C", "N", "C", "N", "C", "C", "N", "C", "C", "N", "C", "C", "H", "H", "H", "H", "H", "H", "H", "H", "H", "H", "H", "H", "H", "H", "H", "H", "H", "H", "H", "H", "H", "H", "H", "H", "H", "H", "H", "H", "N", "C", "C", "C", "C", "C", "C", "S", "O", "O", "N", "C", "N", "C", "C", "C", "N", "H", "H", "H", "H", "H", "H", "H", "H", "H", "C", "Si", "C", "C", "As", "Si", "C", "C", "C", "H", "H", "H", "H", "H", "H", "H", "H", "H", "H", "H", "H", "H", "H", "H", "H", "H", "H"], "xyz": [[0.262110, 0.398846, 0.575698], [-1.073071, -3.492405, -4.668121], [-1.035370, -2.331596, -3.795698], [-1.109649, -2.639679, -2.393858], [-0.527183, -1.125865, -4.188606], [-0.072628, -0.311482, -3.282752], [0.234171, 1.017325, -3.561034], [-0.533423, 1.710852, -4.479289], [-0.247675, 3.025787, -4.857009], [0.777156, 3.699500, -4.269673], [1.556009, 3.082292, -3.265624], [2.623722, 3.821711, -2.695863], [3.462077, 3.252129, -1.795851], [3.277044, 1.913272, -1.413707], [2.264211, 1.146728, -1.928934], [2.208754, -0.205480, -1.531093], [3.101378, -1.005750, -2.034642], [4.009321, -0.645840, -3.020111], [3.834377, 0.438715, -3.962753], [5.402994, -1.037127, -2.869663], [3.246174, -2.327431, -1.701818], [3.634115, -3.318479, -2.687905], [2.877021, -2.868747, -0.433166], [1.321595, 1.721741, -2.883284], [-0.518787, -0.984711, -5.580092], [0.523955, -0.304809, -6.308438], [-1.772735, -1.094448, -6.303537], [-0.562966, -4.327403, -4.180116], [-0.569556, -3.286664, -5.607121], [-2.099339, -3.805190, -4.876653], [-0.168227, -3.081551, -2.049441], [-1.926369, -3.336433, -2.210328], [-1.296361, -1.736170, -1.830636], [-1.376340, 1.201289, -4.930975], [-0.850369, 3.503893, -5.620511], [1.007454, 4.719788, -4.552750], [2.775652, 4.843867, -3.022138], [4.297524, 3.815891, -1.398149], [3.954680, 1.446058, -0.710561], [2.790142, 0.663856, -4.101710], [4.257428, 0.130880, -4.923039], [4.339165, 1.355066, -3.641859], [5.523377, -1.721569, -2.034545], [6.017673, -0.151001, -2.679285], [5.774964, -1.518383, -3.778098], [3.808054, -2.850113, -3.651131], [2.831446, -4.053893, -2.803102], [4.539650, -3.853029, -2.386036], [2.160271, -2.223610, 0.042816], [3.747961, -2.996355, 0.215403], [2.428169, -3.845288, -0.579178], [1.441557, -0.331239, -5.742689], [0.284811, 0.736975, -6.541059], [0.689667, -0.838013, -7.248688], [-2.555174, -1.475072, -5.650484], [-1.674438, -1.765250, -7.161814], [-2.083957, -0.112102, -6.679012], [-3.827152, -1.324126, 4.691010], [-3.871614, -0.248152, 3.712740], [-5.125101, -0.102923, 3.023841], [-2.678018, 0.283701, 3.245872], [-2.293027, 0.422817, 2.004211], [-2.907143, -0.315619, 0.949155], [-3.224674, -1.673512, 1.070295], [-3.780719, -2.393385, 0.028889], [-3.971966, -1.780242, -1.205375], [-3.621124, -0.453343, -1.363973], [-3.138672, 0.316941, -0.296003], [-2.849626, 1.680037, -0.449673], [-3.609224, 2.477490, -1.138459], [-3.122362, 3.701168, -1.479977], [-3.962680, 4.857301, -1.729916], [-1.718885, 3.996684, -1.356692], [-4.934472, 2.304930, -1.540605], [-5.900912, 1.580745, -0.759532], [-5.263600, 2.409409, -2.950811], [-1.905828, 0.797385, 4.241939], [-2.434031, 1.135979, 5.554594], [-0.493534, 1.040392, 4.024143], [-4.339034, -1.050990, 5.618479], [-2.794948, -1.591313, 4.907951], [-4.321650, -2.209049, 4.278028], [-5.394924, -0.974719, 2.421606], [-5.072557, 0.763264, 2.385949], [-5.911454, 0.063213, 3.766329], [-2.995049, -2.170320, 2.003959], [-4.032289, -3.437465, 0.170316], [-4.381481, -2.337920, -2.039400], [-3.727149, 0.019426, -2.334923], [-3.631652, 5.689105, -1.101939], [-4.999088, 4.639353, -1.492586], [-3.898314, 5.183996, -2.772265], [-1.509099, 4.541586, -0.439108], [-1.411939, 4.616876, -2.191991], [-1.140875, 3.078164, -1.358673], [-5.641497, 1.667935, 0.282808], [-5.977773, 0.521163, -1.021987], [-6.879265, 2.045509, -0.908246], [-4.437520, 2.852981, -3.502112], [-6.156272, 3.023672, -3.099206], [-5.464754, 1.416248, -3.371540], [-3.510349, 1.266447, 5.505467], [-1.992756, 2.078591, 5.882216], [-2.205187, 0.376326, 6.307814], [0.028660, 0.121095, 3.767974], [-0.062883, 1.442759, 4.937506], [-0.332409, 1.753712, 3.216468], [1.338767, -7.654081, 3.002368], [1.003822, -6.333446, 2.866799], [0.588177, -5.825007, 1.630088], [0.312869, -4.480071, 1.487570], [0.452398, -3.626627, 2.574210], [0.815987, -4.125234, 3.823847], [1.095994, -5.462965, 3.966069], [0.041191, -1.933859, 2.407157], [-0.888719, -1.634993, 3.463601], [-0.450579, -1.734153, 1.026760], [1.226100, -0.844800, 2.406758], [2.574481, -1.033007, 2.561254], [3.034407, -1.968855, 3.395690], [4.349535, -2.114228, 3.484271], [5.238504, -1.350948, 2.749918], [4.661126, -0.394770, 1.932357], [3.350718, -0.215310, 1.831764], [1.077293, -8.302166, 2.282171], [1.450376, -8.032172, 3.925452], [0.470669, -6.499881, 0.790363], [-0.042397, -4.082645, 0.547461], [0.865386, -3.457516, 4.673029], [1.384313, -5.858970, 4.932325], [4.691888, -2.872478, 4.181358], [6.308244, -1.477672, 2.818934], [5.279397, 0.262460, 1.326512], [2.085238, 3.443873, 4.224435], [2.173956, 3.834721, 2.397490], [2.118942, 5.684005, 2.051026], [3.817851, 3.206945, 1.806744], [0.438527, 3.205764, 0.865753], [-1.349659, 4.386522, 2.038049], [-3.079445, 3.687200, 1.953004], [-1.005721, 4.823687, 3.833124], [-1.252236, 6.041626, 1.121061], [2.913930, 3.954926, 4.723223], [2.216902, 2.368499, 4.377806], [1.161695, 3.749568, 4.707867], [2.990673, 6.172903, 2.493856], [1.222354, 6.168905, 2.440447], [2.147838, 5.853397, 0.971551], [4.627845, 3.615516, 2.418460], [3.988284, 3.486755, 0.769386], [3.831227, 2.127293, 1.876551], [-3.512713, 3.642154, 2.956290], [-3.063586, 2.683600, 1.533528], [-3.717217, 4.315123, 1.325167], [-0.898024, 3.946873, 4.466862], [-1.856307, 5.402036, 4.206181], [-0.110344, 5.437294, 3.941604], [-2.094019, 6.167663, 0.440614], [-0.334557, 6.142065, 0.536745], [-1.277916, 6.860695, 1.844420]], "forces_ev_per_a": [[0.2062, 0.4229, 1.0656], [0.0570, -0.0273, 0.0316], [-0.1610, -0.0366, -0.1127], [-0.0078, -0.0263, 0.3012], [0.4049, 0.0934, -0.0374], [0.3640, -0.3800, 0.0240], [0.1490, 0.2399, -0.0012], [-0.0517, 0.1780, 0.2429], [-0.2228, 0.1347, -0.0393], [-0.0020, 0.1430, 0.0963], [-0.0985, -0.3424, 0.0829], [0.0329, 0.0616, -0.0739], [0.1798, 0.0887, 0.0811], [-0.2547, 0.0252, 0.1501], [-0.4016, 0.4696, -0.0649], [-0.5633, -0.5713, 0.2399], [0.1480, 0.2398, -0.5356], [0.1820, 0.1134, 0.0864], [0.2478, -0.1644, -0.3616], [0.0016, 0.0673, 0.0315], [-0.1155, 0.1439, -0.2144], [-0.0127, -0.0467, -0.0840], [-0.0514, -0.0095, 0.2796], [-0.2671, 0.0017, 0.1819], [-0.1812, 0.1731, 0.0479], [-0.0990, -0.1123, -0.1018], [0.0360, -0.0264, 0.0210], [0.0070, 0.0188, 0.0111], [-0.0022, -0.0043, 0.0005], [-0.0088, 0.0008, 0.0015], [0.0820, -0.0377, 0.0916], [0.0445, -0.0507, -0.0150], [-0.0042, 0.0437, 0.1238], [0.0407, 0.0635, 0.0657], [-0.0092, 0.0049, 0.0271], [0.0113, -0.0252, 0.0139], [-0.0374, -0.0151, 0.0055], [-0.0283, -0.0014, 0.0226], [0.0074, -0.0314, 0.0335], [0.0222, -0.1188, -0.2704], [0.0237, -0.0522, -0.0106], [0.0010, -0.0452, -0.0796], [0.0274, 0.0269, -0.0225], [-0.0054, 0.0125, -0.0141], [0.0161, -0.0022, 0.0035], [-0.0220, -0.0542, 0.0214], [0.0079, 0.0001, 0.0433], [0.0109, 0.0108, -0.0015], [-0.2837, 0.2242, 0.3163], [0.0412, -0.0024, 0.1381], [-0.1834, -0.1885, 0.0537], [0.3205, 0.0544, 0.1973], [0.0055, -0.0074, -0.0251], [0.0069, -0.0030, 0.0039], [0.0083, -0.0021, -0.0212], [-0.0120, 0.0032, -0.0042], [-0.0188, 0.0128, -0.0090], [0.0402, 0.0603, -0.0064], [0.2479, -0.3406, -0.0939], [-0.0695, -0.0628, 0.0645], [-0.0889, 0.5175, -0.0370], [-0.1361, -0.2849, -0.4741], [-0.1773, 0.2524, 0.2668], [-0.0491, 0.0877, 0.0116], [0.0079, 0.0347, -0.0754], [-0.0838, 0.0095, 0.1451], [-0.0385, -0.0518, -0.0219], [-0.1750, 0.0739, -0.0586], [-0.1353, -0.0737, -0.0769], [0.0011, -0.1465, 0.2633], [-0.0409, 0.2404, -0.2433], [0.0183, -0.0075, 0.0087], [-0.0344, -0.2435, -0.2267], [0.1950, -0.2036, -0.2633], [-0.0676, -0.0623, -0.0414], [0.0339, 0.0033, 0.0432], [0.1366, 0.0376, 0.1030], [0.0429, 0.0093, -0.1046], [-0.0854, 0.0796, 0.1441], [-0.0186, -0.0070, 0.0077], [-0.0563, 0.0477, 0.0339], [0.0055, -0.0151, -0.0107], [0.0132, -0.0462, -0.0436], [-0.0578, 0.3171, -0.3209], [-0.0119, 0.0037, -0.0427], [-0.0869, 0.0159, 0.0586], [0.0080, 0.0071, -0.0042], [0.0353, 0.0066, -0.0019], [-0.0183, 0.0324, 0.0488], [-0.0181, -0.0143, -0.0202], [0.0018, -0.0139, 0.0068], [0.0014, -0.0062, -0.0013], [-0.0670, -0.2018, -0.3514], [0.1493, 0.1652, -0.2358], [-0.0558, 0.0049, -0.1399], [0.0558, -0.0745, 0.4235], [0.0169, -0.0242, -0.0116], [0.0003, -0.0110, 0.0292], [0.0014, 0.0152, 0.0053], [0.0067, 0.0076, -0.0027], [0.0028, -0.0006, -0.0081], [-0.0418, -0.0234, -0.0077], [0.0113, -0.0086, -0.0201], [0.0082, -0.0167, -0.0087], [-0.1704, 0.6277, 0.3843], [-0.0131, 0.0759, 0.0515], [0.0004, 0.1907, -0.0235], [0.0219, 0.1161, 0.0061], [0.0370, -0.0486, 0.0106], [-0.0324, -0.0189, 0.0081], [0.0664, 0.0626, -0.0394], [0.1890, 0.1425, -0.2726], [-0.0218, 0.1207, 0.0180], [-0.0145, -0.0335, -0.0069], [0.4299, 0.0139, 0.6480], [0.1104, -0.8321, -0.1402], [-0.2598, -0.0984, -0.8875], [0.2343, -0.1958, -0.7456], [0.2271, -0.1921, 0.0048], [-0.2782, -0.0845, 0.1863], [-0.0371, -0.0762, 0.0117], [-0.0269, 0.0105, -0.0362], [0.0290, 0.1077, -0.0315], [-0.1200, 0.0067, -0.0799], [-0.0205, -0.0239, 0.0092], [-0.0257, -0.0447, -0.0028], [0.0014, 0.0421, -0.0042], [0.0585, -0.0079, -0.0907], [0.0766, -0.0276, -0.0100], [-0.0006, 0.0315, -0.0046], [0.0366, 0.0001, -0.0394], [-0.0120, -0.0024, 0.0062], [-0.0134, 0.0237, 0.0260], [-0.1101, -0.1575, -0.0155], [0.1391, 0.0249, 0.0278], [-0.2054, -0.0091, 0.0140], [0.0571, 0.0967, -0.1152], [0.3332, -0.4990, -0.1722], [-0.2337, 0.1271, 0.3503], [0.0264, -0.1493, -0.0128], [0.1604, -0.1032, -0.0340], [0.1485, 0.1238, 0.0721], [0.0174, -0.0098, -0.0459], [0.0127, 0.0478, 0.0104], [0.0614, -0.0317, 0.0116], [0.0016, -0.0569, 0.0189], [0.1071, 0.0398, -0.0298], [0.0522, 0.0424, 0.0243], [-0.0719, 0.0058, 0.0118], [0.0467, 0.0241, -0.0020], [0.0797, -0.2442, -0.0176], [0.0574, 0.0556, -0.0198], [-0.0267, -0.0067, 0.0364], [0.0239, 0.0071, 0.0152], [-0.0664, -0.0907, 0.0789], [-0.0152, -0.0069, -0.0978], [-0.0744, -0.0229, 0.0694], [0.0186, 0.0797, 0.0990], [-0.0503, 0.0900, -0.0144], [0.0230, -0.0395, 0.0343]], "mulliken_charge": [1.250, -1.315, 0.597, -0.625, -0.035, 0.484, 0.019, -0.392, -1.054, -0.976, 1.451, -1.626, -1.373, 0.132, -0.811, 0.619, -0.924, 0.594, -0.718, -1.383, 0.899, -1.327, -0.752, 0.718, 0.478, -0.860, -1.270, 0.384, 0.429, 0.287, 0.428, 0.546, -0.709, 0.520, 0.402, 0.461, 0.434, 0.494, 0.568, 0.081, 0.434, 0.198, 0.395, 0.377, 0.341, 0.413, 0.343, 0.364, -0.333, 0.198, 0.401, 0.106, 0.302, 0.438, 0.341, 0.335, 0.366, -1.187, 0.647, -0.778, -1.603, 1.457, -0.774, 0.049, -1.046, -0.775, 0.187, -1.142, 0.992, -0.135, 0.507, -1.281, 1.135, 0.550, -0.830, -1.211, 1.162, -1.301, -0.065, 0.331, 0.235, 0.411, 0.238, 0.059, 0.411, 0.328, 0.483, 0.385, 0.291, 0.395, 0.398, 0.277, -1.649, 0.653, -0.502, 0.117, 0.231, 0.410, 0.296, 0.312, 0.377, 0.389, 0.402, 0.305, 0.176, 0.638, -0.818, -0.487, 0.999, -1.007, -0.526, -0.356, -0.837, -0.928, 2.522, -0.972, -0.882, -0.289, -0.762, -0.310, -0.725, -1.001, 0.130, 0.473, 0.213, 0.211, 0.355, 0.778, 0.520, 0.319, 0.507, 0.452, 0.394, -1.074, 0.693, -1.253, -0.103, 0.243, 0.684, -0.349, -1.194, -1.319, 0.531, 0.187, 0.323, 0.507, 0.287, 0.294, 0.566, -0.139, -0.461, 0.641, -0.756, 0.618, 0.110, 0.483, 0.388, 0.319, 0.328, 0.378]}

***

{"formula": "C5H6S", "method": "the ωB97M-V functional and the def2-TZVPD basis", "e_tot_ha": -592.14947, "orbital_gap_ha": 0.2877, "relative_energy_kj_mol": 321.4, "e_homo_ev": -8.759, "largest_force_ev_per_a": 5.2, "species": ["C", "C", "C", "C", "C", "H", "H", "H", "H", "H", "H", "S"], "xyz": [[-2.307666, -1.138054, -0.040876], [-1.822510, 0.154805, -0.014841], [-0.400880, 0.563202, -0.028635], [-0.212242, 1.902506, 0.091927], [0.497811, -0.505686, 0.310721], [-3.412066, -1.540515, -0.420401], [-1.718588, -2.104357, 0.189887], [-2.674573, 0.886703, -0.449738], [0.763454, 2.745175, 0.195407], [-1.257454, 2.351424, -0.170131], [0.079010, -1.405458, 0.809071], [2.105821, -0.424601, -0.128992]], "forces_ev_per_a": [[-0.8181, -1.4070, -0.5033], [-3.9025, -1.7157, -3.0366], [-0.9556, 0.9890, 2.4355], [0.0300, 2.7367, -1.4852], [3.0897, -0.4172, -0.7879], [2.7898, 1.9426, 1.3290], [-0.5809, 1.9409, -0.3220], [2.3518, -1.2094, 1.3605], [-2.9488, -3.3974, -0.2477], [2.3404, 0.1657, 0.8221], [0.4264, 0.7715, -0.3107], [-1.8222, -0.3997, 0.7462]], "mulliken_charge": [-0.774, -0.174, 0.843, -0.520, -0.275, 0.192, 0.116, 0.117, 0.247, 0.179, 0.251, -0.203]}